93
Properties=species:S:1:pos:R:3:forces:R:3:mulliken_spin:R:1 method="wB97M-V/def2-TZVPD" spin_multiplicity=6 e_lumo_ha="0.143 / 0.119" charge=-2 homo_ev="-0.403 / -2.605"
Fe -0.088094 0.282437 -0.211879 -0.94 -0.01 -0.43 0.96
C -4.298110 -1.482777 5.423296 0.00 0.08 0.08 0.00
C -3.431777 -2.152963 4.378027 0.07 -0.04 0.09 -0.01
O -2.265925 -2.701829 4.994252 -0.28 0.19 0.06 0.01
P -0.710002 -2.427480 4.456167 0.13 0.10 -0.07 0.03
S 0.818234 -0.421508 1.704770 -0.07 -0.17 0.62 1.34
S -0.942383 -2.415027 2.421997 0.20 0.05 -0.02 0.56
O -0.195905 -3.984731 4.731048 0.05 -0.24 0.17 0.01
C 0.569610 -4.304044 5.887648 -0.11 0.25 -0.01 0.00
C 0.034372 -3.707645 7.186062 -0.12 -0.01 -0.12 0.00
H -5.236415 -1.152969 4.964683 0.07 -0.02 0.08 0.00
H -3.795880 -0.607468 5.845076 -0.03 -0.07 -0.03 0.00
H -4.519028 -2.179498 6.237331 -0.03 0.06 -0.05 0.00
H -3.170226 -1.451135 3.585711 0.07 0.02 -0.01 -0.01
H -3.988076 -2.968369 3.909699 0.04 -0.08 -0.06 0.00
H 1.611763 -4.001846 5.738768 0.03 0.06 -0.01 0.00
H 0.552576 -5.391367 5.955576 0.03 -0.10 -0.03 0.00
H 0.089832 -2.617422 7.156771 0.01 -0.08 0.05 0.00
H 0.619401 -4.071253 8.038395 -0.05 0.02 -0.08 0.00
H -1.015846 -3.984742 7.319956 0.12 0.01 0.02 0.00
Se 6.795825 2.973085 -1.721568 0.45 0.17 -0.10 0.18
N 6.074061 1.315744 -1.853607 0.06 -0.01 -0.02 0.24
C 4.819894 1.454759 -1.456118 -0.48 -0.02 0.15 -0.03
C 3.876317 0.358942 -1.424345 0.04 0.36 0.03 0.10
C 4.190685 -0.951548 -1.808390 0.08 -0.11 -0.05 -0.02
C 3.230569 -1.925808 -1.743686 -0.01 -0.03 -0.04 0.05
C 1.933861 -1.608360 -1.299434 -0.14 -0.23 -0.01 -0.01
N 1.601210 -0.387403 -0.954740 0.79 0.64 0.20 -0.03
C 2.558498 0.599964 -0.992528 -0.24 -0.23 -0.01 0.13
C 2.145333 1.884461 -0.579797 -0.25 -0.02 0.03 0.07
N 0.829626 2.000680 -0.197034 0.97 0.40 -0.51 -0.01
C 0.358745 3.189999 0.060430 -0.28 -0.01 -0.32 0.01
C 1.166903 4.341696 0.033771 -0.01 0.14 -0.15 0.05
C 2.490109 4.234864 -0.285632 0.03 0.18 0.02 -0.02
C 3.022648 2.982414 -0.627869 0.22 -0.29 -0.10 0.09
C 4.387392 2.780147 -1.054288 -0.33 -0.33 0.01 -0.03
N 5.277421 3.757529 -1.119849 0.03 0.07 0.02 0.25
H 5.197911 -1.169553 -2.144605 -0.05 0.03 0.02 0.01
H 3.446918 -2.946472 -2.027962 -0.02 0.01 0.02 0.01
H 1.168044 -2.369598 -1.206669 0.02 0.10 0.01 -0.03
H -0.696584 3.229758 0.302717 0.10 -0.01 -0.04 -0.01
H 0.725854 5.298559 0.282673 0.01 -0.05 -0.02 0.00
H 3.143270 5.099880 -0.295191 -0.02 -0.04 -0.04 0.01
C -0.050330 2.847119 -3.005003 0.06 -0.18 0.27 -0.03
C -0.674740 1.495073 -3.213302 0.04 -0.29 0.31 0.18
C -1.242631 1.274287 -4.441661 -0.18 -0.34 -0.13 -0.05
C -1.835552 0.050313 -4.805754 0.09 0.12 0.18 0.54
C -1.806899 -1.002756 -3.859345 0.06 0.27 -0.08 -0.12
C -2.305046 -2.300261 -4.084546 0.02 0.01 0.06 -0.01
Br -3.157941 -2.720903 -5.744961 0.05 0.01 0.00 0.00
C -2.209831 -3.308450 -3.148540 -0.01 0.05 -0.08 0.01
C -1.652382 -3.006040 -1.921777 0.09 0.02 0.34 0.06
Br -1.474974 -4.369623 -0.612860 -0.05 0.00 -0.07 0.01
C -1.214936 -1.715756 -1.589320 -0.02 -0.07 0.53 0.08
O -0.776436 -1.431269 -0.355190 -0.35 -0.22 -0.98 0.05
C -1.231351 -0.727921 -2.583438 0.15 0.61 0.00 0.05
N -0.675874 0.524192 -2.217443 -0.43 -0.41 -0.38 0.22
H -0.106654 3.407196 -3.937117 0.01 0.00 0.00 0.01
H 1.002748 2.778742 -2.718094 -0.05 0.02 0.02 0.02
H -0.570507 3.422086 -2.239002 -0.03 0.03 0.06 0.01
H -1.217566 2.085772 -5.159098 0.00 -0.02 -0.01 -0.01
H -2.279286 -0.090046 -5.778467 -0.01 -0.02 -0.02 0.04
H -2.559742 -4.308431 -3.364308 0.00 0.04 0.03 0.00
C -4.109928 -0.745697 0.073533 0.01 0.04 -0.04 0.02
C -4.398160 0.736047 -0.195533 0.48 -0.04 0.07 -0.01
C -3.831500 1.268299 -1.515001 -0.18 -0.03 0.04 -0.01
C -3.971624 1.598443 0.988666 -0.12 -0.04 -0.01 0.00
C -5.016045 2.263664 1.624975 0.17 0.03 -0.03 0.00
C -4.824101 3.087935 2.721853 -0.03 -0.10 -0.16 0.00
C -3.535600 3.195311 3.196359 0.16 -0.07 0.00 0.00
C -2.429554 2.542119 2.632014 -0.05 0.05 0.03 0.01
C -1.156332 2.758130 3.472368 0.05 -0.22 -0.34 0.01
C -0.699513 1.492284 4.178766 0.03 -0.05 0.16 -0.04
C 0.040001 3.417299 2.792718 -0.06 -0.04 0.26 -0.02
C -2.607559 1.726696 1.448133 0.28 0.04 -0.11 0.00
O -1.602813 1.162827 0.784481 -0.45 0.35 0.41 -0.04
H -4.330164 -1.358277 -0.808572 0.05 0.04 0.06 0.00
H -4.735193 -1.095512 0.903374 0.04 0.01 -0.08 0.00
H -3.072252 -0.904370 0.362119 0.09 -0.03 -0.08 -0.01
H -5.481866 0.836088 -0.267981 -0.14 0.02 0.05 0.00
H -2.754370 1.351223 -1.463288 0.18 -0.02 -0.04 0.01
H -4.240947 2.266626 -1.712364 0.04 -0.08 0.00 0.00
H -4.091096 0.617277 -2.358221 0.05 0.04 0.09 0.01
H -6.017836 2.132773 1.225416 0.03 -0.02 0.00 0.00
H -5.646508 3.615525 3.192856 0.03 -0.04 -0.02 0.00
H -3.367155 3.810120 4.076604 0.05 -0.03 -0.04 0.00
H -1.468016 3.440177 4.259807 -0.09 0.19 0.08 0.00
H -0.361087 0.753543 3.460031 -0.01 -0.18 -0.05 0.06
H -1.513197 1.055416 4.754320 -0.08 -0.11 0.07 0.00
H 0.134451 1.700526 4.862450 -0.09 -0.02 -0.10 0.00
H 0.589431 2.687179 2.198188 -0.03 0.10 0.20 0.02
H 0.727582 3.802736 3.554787 -0.03 -0.04 -0.03 0.00
H -0.261991 4.252465 2.155213 0.03 -0.09 0.25 0.00

88
Properties=species:S:1:pos:R:3:forces:R:3:mulliken_charge:R:1 method="wB97M-V/def2-TZVPD" spin_multiplicity=1 e_lumo_ha="0.162 / 0.162" charge=-2 homo_ev="-1.000 / -1.001"
Fe 0.262154 0.423680 0.605041 0.57 0.26 1.19 0.25
F -3.968485 3.357439 2.220544 0.00 0.00 0.01 -0.45
C -3.414415 2.124238 2.000226 0.04 0.02 -0.05 0.36
C -2.123647 2.030575 1.540664 -0.03 -0.03 0.07 -0.16
C -1.549917 0.772502 1.297143 0.08 -0.12 0.38 1.05
C -2.363476 -0.368079 1.500071 -0.02 0.01 -0.17 -0.73
C -3.642814 -0.209843 2.015755 -0.01 0.00 -0.11 1.04
F -4.443412 -1.291866 2.270674 0.00 0.02 0.02 -0.41
C -4.206253 1.022292 2.275874 -0.02 0.00 0.01 -1.21
C -1.786611 -1.634393 1.005720 0.08 0.06 0.12 0.01
C -2.435058 -2.869094 0.961920 0.06 0.02 0.05 -0.42
C -1.797982 -3.947184 0.376414 -0.01 -0.02 -0.02 -0.84
C -0.523784 -3.789243 -0.136042 0.05 -0.03 0.03 -0.87
C 0.058579 -2.538798 -0.050865 -0.10 0.00 0.00 -0.13
N -0.547388 -1.491132 0.496115 -0.21 0.15 -0.57 0.49
H -1.522550 2.928836 1.436628 -0.01 0.01 -0.02 0.79
H -5.211804 1.114208 2.659836 0.00 0.00 0.00 0.46
H -3.432720 -2.967515 1.355996 0.00 -0.01 0.00 0.52
H -2.304367 -4.903056 0.310419 0.00 0.00 -0.01 0.34
H 0.003778 -4.597991 -0.621988 -0.01 0.01 -0.01 0.44
H 1.041962 -2.355310 -0.455257 0.00 0.01 -0.04 -0.17
O 1.418534 -0.642064 2.286002 -0.43 0.05 -0.26 -0.06
C 2.373028 -1.460471 2.238573 0.03 -0.08 -0.04 0.14
C 2.669369 -2.312349 3.360901 -0.04 0.07 0.01 -1.15
C 3.673879 -3.242394 3.342983 0.03 -0.02 -0.02 -0.23
C 4.481687 -3.417157 2.207508 -0.02 0.00 0.02 -0.98
C 4.240554 -2.607930 1.115328 0.04 0.01 0.01 -0.86
C 3.242343 -1.628783 1.104510 -0.02 0.03 0.02 0.90
C 3.066288 -0.798394 -0.078928 0.00 0.00 0.08 -0.39
N 1.997593 -0.113693 -0.457591 0.08 0.19 -0.02 1.54
C 2.277565 0.396370 -1.705900 -0.01 -0.11 -0.04 -0.95
C 3.533241 0.054836 -2.079696 -0.02 0.01 -0.02 -1.15
N 4.030391 -0.697145 -1.035886 -0.03 -0.03 -0.03 -0.03
H 2.035802 -2.186414 4.231166 0.00 0.00 0.00 0.37
H 3.837232 -3.866026 4.217435 0.00 0.00 0.00 0.37
H 5.253178 -4.176092 2.176451 0.00 0.00 0.00 0.34
H 4.836642 -2.771075 0.220687 -0.01 0.01 0.00 0.24
H 1.537059 0.951111 -2.251222 0.00 0.02 0.00 0.30
H 4.103463 0.263529 -2.966861 0.00 -0.01 -0.01 0.47
H 4.950757 -1.083834 -0.956992 0.00 0.00 -0.01 0.20
C 0.934830 -2.297141 -3.673794 -0.01 -0.03 -0.01 -0.96
C -0.542129 -2.249245 -3.415529 0.18 0.22 -0.05 0.37
C -1.511721 -3.128258 -3.885137 0.00 -0.04 0.00 -0.85
C -2.742508 -2.640109 -3.383278 -0.01 -0.06 0.03 -1.47
C -2.420970 -1.506185 -2.640491 0.06 -0.12 -0.07 0.15
C -3.362591 -0.671132 -1.830918 -0.07 0.03 0.15 -0.06
N -1.082401 -1.251522 -2.664606 -0.25 -0.17 -0.19 0.45
H 1.183530 -3.140925 -4.324982 0.00 0.00 0.01 0.37
H 1.514360 -2.403709 -2.749878 0.00 0.00 0.00 -0.02
H 1.294057 -1.381747 -4.155267 0.00 0.00 -0.01 0.14
H -1.345488 -4.006571 -4.497640 0.00 0.00 -0.01 0.36
H -3.727439 -3.074278 -3.508314 -0.01 0.00 0.00 0.40
H -4.198955 -0.284446 -2.426926 -0.01 0.05 -0.02 0.35
H -2.822805 0.164976 -1.382492 0.00 0.04 0.04 -0.63
H -3.803328 -1.230963 -0.998378 0.00 0.00 -0.02 0.53
N -0.326959 1.671597 -0.915298 -0.25 -0.45 -0.09 -0.02
C -1.075976 2.182338 -1.624646 0.17 0.06 -0.01 -0.06
N -1.884704 2.788641 -2.485268 -0.06 -0.08 0.00 -0.08
C -2.982411 3.602905 -1.924567 0.12 0.01 0.04 -0.87
C -4.323814 2.923529 -2.143195 0.03 0.06 -0.06 -0.09
C -4.597924 2.718274 -3.644539 0.01 -0.03 -0.01 -0.75
C -3.296970 2.711838 -4.461589 0.02 -0.01 0.00 -1.01
C -2.171266 2.014034 -3.716564 -0.15 -0.03 0.01 0.22
H -2.960135 4.586259 -2.404349 -0.02 0.02 0.03 0.33
H -2.786248 3.740857 -0.861728 0.02 0.00 -0.01 0.44
H -5.113646 3.511851 -1.670890 0.01 0.02 -0.02 0.54
H -4.295885 1.965770 -1.630652 -0.01 -0.14 0.07 -0.13
H -5.254825 3.505730 -4.025007 0.00 0.00 0.00 0.31
H -5.121982 1.770880 -3.788424 0.01 0.00 0.00 0.31
H -2.991417 3.739521 -4.681784 0.01 0.00 -0.03 0.32
H -3.447179 2.212218 -5.419956 -0.01 0.00 0.01 0.47
H -1.260752 1.968179 -4.315112 0.00 0.02 0.02 0.49
H -2.442294 0.984054 -3.463478 0.06 0.06 -0.08 -0.36
C 2.443819 3.165992 -0.120244 -0.01 0.02 0.01 -1.22
C 1.828008 3.110812 1.243664 -0.08 0.02 -0.11 0.45
C 2.079187 4.009797 2.265796 0.00 0.06 0.01 -1.11
C 1.379714 3.521996 3.393866 0.01 0.01 0.02 -1.01
C 0.739120 2.362239 2.989803 0.07 -0.07 -0.04 0.13
C -0.066475 1.475463 3.895677 -0.01 0.00 0.01 -1.25
N 0.998324 2.106991 1.664268 0.14 0.01 -0.16 1.33
H 2.863013 4.163120 -0.285624 0.01 0.00 0.00 0.45
H 1.722779 2.964706 -0.912856 0.01 0.03 0.01 0.07
H 3.257378 2.442312 -0.236672 -0.02 0.00 0.00 0.04
H 2.708695 4.888199 2.195415 0.00 0.00 0.00 0.41
H 1.354940 3.937912 4.392939 0.00 0.00 0.00 0.45
H 0.343121 1.538870 4.909156 -0.01 0.02 0.00 0.43
H -0.009096 0.437085 3.580168 -0.01 -0.01 -0.01 0.04
H -1.121120 1.762303 3.948566 -0.01 0.00 -0.01 0.14

92
Properties=species:S:1:pos:R:3:forces:R:3:mulliken_charge:R:1 method="wB97M-V/def2-TZVPD" spin_multiplicity=1 e_lumo_ha=0.128 charge=-2 homo_ev=-0.344
Zn 1.546264 -1.520284 0.379921 -7.45 6.85 2.05 -0.17
C -0.280436 2.396516 0.958221 -0.24 0.28 0.46 -2.20
N 0.228364 3.031116 -0.219879 0.09 0.11 0.16 0.83
C 1.518564 2.594916 -0.668879 0.13 0.37 -0.56 -1.13
P 2.082664 0.926416 -0.052979 2.17 1.82 -0.39 2.06
C 2.463064 1.343016 1.684021 0.21 0.20 0.18 0.67
C 1.983364 0.555616 2.720321 0.00 -0.27 0.22 -0.13
C 2.277364 0.841616 4.040621 -0.01 0.00 0.09 -0.56
C 3.058764 1.940116 4.345921 0.04 0.06 0.14 -0.73
C 3.554964 2.727916 3.320821 0.16 0.21 0.20 -0.89
C 3.269564 2.429916 2.003621 -0.21 0.04 -0.05 -0.63
C 3.762164 1.096616 -0.797279 -0.06 0.07 -0.14 0.81
C 4.940264 0.902516 -0.083779 -0.01 0.19 0.16 -0.27
C 6.162664 0.931516 -0.726579 0.15 0.06 -0.02 -0.96
C 6.229464 1.141316 -2.092179 0.13 -0.01 -0.09 -0.63
C 5.060464 1.266616 -2.822779 0.02 0.09 -0.17 -0.81
C 3.837464 1.230416 -2.182479 -0.07 0.17 0.10 -0.57
C -0.396436 4.112816 -0.785779 -0.12 0.14 -0.11 0.92
C -0.117836 4.508116 -2.102379 0.24 -0.15 -0.07 -0.35
C -0.782836 5.559716 -2.693779 -0.04 0.08 -0.02 -0.82
C -1.741836 6.276016 -1.998779 -0.14 0.18 -0.10 -0.52
C -2.021436 5.911816 -0.693779 -0.08 0.09 -0.09 -0.77
C -1.364936 4.857916 -0.094279 -0.03 -0.14 0.25 -0.38
P -0.312336 0.518716 0.689321 -2.55 0.71 0.93 2.46
C -1.812336 0.290116 1.732021 0.31 -0.09 0.13 1.04
C -1.621736 0.634116 3.069221 0.07 0.15 -0.10 -0.86
C -2.600636 0.386416 4.010321 -0.15 0.01 0.19 -0.83
C -3.781836 -0.229084 3.629921 -0.03 -0.02 0.19 -0.80
C -3.973336 -0.589784 2.306521 -0.16 -0.06 0.02 -0.77
C -2.998236 -0.333084 1.362221 -0.03 0.15 -0.04 -0.86
C -0.967736 0.649716 -1.009179 -0.07 0.08 -0.23 1.71
C -2.212536 1.213216 -1.270679 0.23 0.02 0.10 -0.55
C -2.727136 1.199916 -2.552879 -0.23 0.07 -0.16 -1.09
C -2.008536 0.641716 -3.597079 -0.10 0.00 -0.13 -0.83
C -0.752536 0.116216 -3.354879 -0.03 0.05 -0.09 -1.15
C -0.240036 0.129116 -2.071179 0.24 -0.08 -0.21 -0.69
H -1.317136 2.699516 1.119821 0.19 -0.04 -0.04 1.09
H 0.299164 2.678316 1.854321 -0.24 -0.11 -0.09 0.29
H 2.293464 3.345216 -0.435579 -0.06 -0.15 -0.02 0.66
H 1.514564 2.479116 -1.760279 0.04 -0.01 0.17 0.33
H 1.345264 -0.299184 2.525521 0.15 -0.01 0.03 0.09
H 1.895064 0.202716 4.824421 -0.01 -0.05 0.03 0.51
H 3.287964 2.173716 5.377221 0.03 0.03 0.03 0.38
H 4.177564 3.580716 3.549721 0.08 0.09 0.03 0.42
H 3.687164 3.044316 1.216921 0.00 0.03 -0.02 0.39
H 4.909464 0.712016 0.982121 0.00 0.03 -0.13 0.37
H 7.063864 0.779016 -0.150679 0.10 -0.01 0.02 0.39
H 7.187264 1.187516 -2.591479 0.06 -0.07 -0.03 0.37
H 5.094964 1.383616 -3.897579 0.04 -0.01 -0.05 0.41
H 2.928564 1.289216 -2.771279 0.03 -0.03 -0.02 0.20
H 0.605764 3.963816 -2.686679 0.09 -0.05 -0.04 0.36
H -0.557436 5.811416 -3.720879 0.04 0.03 -0.07 0.37
H -2.263236 7.097816 -2.466279 -0.05 0.07 -0.04 0.38
H -2.766936 6.455516 -0.128579 -0.02 0.03 0.05 0.39
H -1.609536 4.623916 0.930721 0.05 -0.05 0.04 0.42
H -0.686836 1.094016 3.377521 -0.05 -0.04 0.01 0.13
H -2.432936 0.660816 5.043321 -0.02 -0.01 0.06 0.44
H -4.538936 -0.443784 4.370521 -0.08 -0.03 0.04 0.37
H -4.879736 -1.098284 2.007721 -0.10 -0.01 -0.01 0.37
H -3.156536 -0.623884 0.334021 0.01 -0.05 -0.01 0.50
H -2.784936 1.656816 -0.467279 -0.06 0.01 0.03 0.48
H -3.707436 1.616216 -2.737579 -0.08 0.07 -0.02 0.47
H -2.425636 0.610416 -4.594979 -0.04 0.04 -0.03 0.43
H -0.176336 -0.322984 -4.157579 0.04 -0.02 -0.03 0.56
H 0.747264 -0.286284 -1.920979 -0.10 -0.17 0.04 0.52
N -0.832036 -1.684284 0.135421 -0.65 -1.10 -0.41 -1.37
C -1.387836 -2.705284 0.031321 1.15 1.19 0.19 -0.39
N -1.910236 -3.859784 -0.034879 -0.39 -0.80 0.11 0.66
C -2.786936 -4.331484 1.023021 -0.58 -0.22 0.58 -0.46
C -4.221936 -4.404584 0.516621 0.14 -0.10 -0.02 -0.41
C -4.277136 -5.263384 -0.744379 -0.18 0.32 -0.08 -0.78
C -3.341836 -4.678984 -1.800679 0.02 -0.15 0.15 -0.68
C -1.918436 -4.649384 -1.255979 -0.19 -0.41 -0.78 -0.76
H -2.714236 -3.658284 1.879821 0.16 -0.07 -0.04 0.42
H -2.441436 -5.334384 1.318421 0.19 0.28 -0.03 -0.07
H -4.599236 -3.398184 0.302521 -0.06 0.04 -0.01 0.16
H -4.833536 -4.839984 1.306921 -0.12 0.01 0.07 0.37
H -5.302236 -5.308384 -1.121779 -0.02 -0.09 -0.01 0.38
H -3.953336 -6.274284 -0.496379 0.01 -0.13 -0.02 0.34
H -3.670336 -3.664084 -2.055179 0.01 0.01 -0.09 0.26
H -3.351636 -5.284784 -2.703979 -0.02 -0.04 -0.14 0.38
H -1.222836 -4.229684 -1.988379 0.07 -0.13 0.32 0.42
H -1.594236 -5.673984 -1.002479 0.16 0.41 -0.05 0.23
Se 0.945364 -6.749784 -1.970279 0.17 0.50 -0.98 -0.79
Sb 1.553164 -5.845984 0.207321 -0.65 -2.74 0.04 0.66
Se 1.879564 -3.427584 0.237121 -0.27 -10.24 0.69 -0.08
Se 3.502564 -7.039984 0.998321 0.58 0.40 0.21 -0.78
Se -0.333836 -6.879384 1.384721 -0.52 0.41 0.83 -0.79
O 4.382064 -2.336184 -0.652879 2.02 -0.75 -0.38 -0.77
N 3.423164 -1.685584 -0.384079 7.76 -1.04 -3.53 1.16
O 2.650964 -1.376684 -1.279679 -1.74 1.37 -2.55 -0.47
O 3.361964 -1.176584 0.741721 0.53 2.13 3.19 -0.45

Going through the records in order, we get calculated total energy values of -11997.1557 -3393.4411 -14223.9458 Ha.
Going through the records in order, we get max |F| values of 1.171 1.340 10.323 eV/A.